i) 70
Properties=species:S:1:pos:R:3:lowdin_charge:R:1 method="wB97M-V/def2-TZVPD" homo_lumo_gap_ev=6.81 charge=+1 lumo_ev=-3.391 e_homo_ev=-10.20
Ti 1.68 0.77 0.14 0.701
C 4.91 0.24 1.52 -0.069
O 3.53 -0.05 1.38 -0.210
C 3.07 -1.17 2.05 -0.218
C 3.87 -2.13 2.64 -0.007
C 3.29 -3.21 3.30 -0.061
C 1.91 -3.31 3.42 -0.065
C 1.10 -2.34 2.85 -0.001
C 1.66 -1.28 2.14 -0.205
N 0.93 -0.26 1.56 -0.112
N -0.23 -0.01 2.04 0.112
C -0.80 1.17 1.76 -0.169
C -0.01 2.32 1.43 -0.296
O 1.25 2.24 1.15 -0.108
C -0.63 3.60 1.56 0.010
C -1.95 3.73 1.85 0.015
C -2.78 2.61 2.09 -0.165
C -4.15 2.73 2.36 -0.019
C -4.92 1.61 2.63 -0.072
C -4.33 0.34 2.61 -0.071
C -3.00 0.19 2.32 -0.039
C -2.20 1.32 2.07 -0.100
H 5.20 0.31 2.58 0.113
H 5.52 -0.51 1.02 0.105
H 5.07 1.21 1.05 0.074
H 4.95 -2.07 2.59 0.111
H 3.92 -3.95 3.75 0.111
H 1.47 -4.14 3.95 0.110
H 0.02 -2.38 2.92 0.109
H 0.00 4.47 1.39 0.128
H -2.39 4.72 1.88 0.125
H -4.60 3.71 2.36 0.117
H -5.96 1.72 2.87 0.107
H -4.95 -0.52 2.83 0.107
H -2.54 -0.78 2.30 0.085
N 2.04 -1.33 -0.89 -0.022
N 2.97 -1.33 -1.93 -0.025
C 3.69 -0.23 -2.25 -0.784
N 4.51 -0.33 -3.30 0.112
S 3.63 1.21 -1.39 0.813
H 2.11 -2.20 -0.35 0.117
H 1.06 -1.24 -1.21 0.005
H 2.93 -2.08 -2.62 0.166
H 4.66 -1.19 -3.80 0.118
H 5.09 0.47 -3.52 0.106
C -1.60 1.82 -1.88 -0.026
C -0.08 1.72 -2.08 -0.691
C 0.52 3.14 -2.00 -0.036
C 0.21 1.13 -3.48 -0.038
N 0.53 0.92 -1.09 -0.112
H -2.04 2.49 -2.61 0.086
H -1.82 2.19 -0.88 0.067
H -2.06 0.84 -1.99 0.063
H 0.20 3.74 -2.85 0.087
H 1.62 3.08 -2.00 0.046
H 0.20 3.63 -1.08 0.066
H -0.22 1.77 -4.25 0.082
H -0.23 0.14 -3.57 0.075
H 1.28 1.06 -3.63 0.064
S -1.06 -1.75 -0.23 0.783
C -2.21 -2.32 -1.27 -0.811
N -3.54 -2.06 -1.01 0.074
C -4.53 -2.56 -1.77 -0.054
C -4.22 -3.34 -2.84 -0.034
C -2.84 -3.54 -3.11 -0.105
N -1.90 -3.05 -2.36 0.062
H -3.74 -1.47 -0.20 0.134
H -5.55 -2.32 -1.49 0.136
H -4.98 -3.78 -3.47 0.105
H -2.53 -4.12 -3.96 0.118

***

ii) 70
Properties=species:S:1:pos:R:3:lowdin_charge:R:1 method="wB97M-V/def2-TZVPD" homo_lumo_gap_ev=7.07 charge=+1 lumo_ev=-3.112 e_homo_ev=-10.18
Ti -0.48 -0.53 0.22 0.741
C -3.43 1.50 0.43 -0.051
O -2.02 1.30 0.62 -0.204
C -1.29 2.40 1.05 -0.229
C -1.77 3.70 1.04 -0.007
C -0.95 4.72 1.51 -0.060
C 0.32 4.45 2.00 -0.063
C 0.79 3.15 2.01 -0.005
C 0.00 2.13 1.52 -0.186
N 0.38 0.75 1.53 -0.070
N 1.23 0.39 2.39 0.128
C 1.34 -0.95 2.65 -0.153
C 0.26 -1.86 2.47 -0.307
O -0.83 -1.55 1.80 -0.136
C 0.30 -3.12 3.13 0.010
C 1.41 -3.50 3.81 0.008
C 2.55 -2.65 3.94 -0.169
C 3.70 -3.08 4.64 -0.026
C 4.77 -2.24 4.78 -0.074
C 4.73 -0.95 4.23 -0.072
C 3.63 -0.52 3.54 -0.034
C 2.51 -1.36 3.39 -0.109
H -3.86 1.93 1.33 0.110
H -3.61 2.14 -0.43 0.102
H -3.85 0.52 0.24 0.073
H -2.76 3.92 0.69 0.112
H -1.32 5.73 1.51 0.113
H 0.94 5.25 2.37 0.111
H 1.78 2.90 2.39 0.113
H -0.56 -3.76 3.03 0.127
H 1.44 -4.48 4.27 0.124
H 3.71 -4.08 5.06 0.117
H 5.65 -2.57 5.33 0.106
H 5.58 -0.29 4.36 0.104
H 3.60 0.47 3.10 0.088
N 0.13 1.05 -1.49 0.009
N -0.52 0.90 -2.72 -0.026
C -1.50 0.00 -2.89 -0.790
N -1.97 -0.11 -4.14 0.114
S -2.18 -0.96 -1.66 0.760
H 0.25 2.04 -1.29 0.115
H 1.06 0.63 -1.53 0.015
H -0.07 1.29 -3.53 0.162
H -1.67 0.48 -4.89 0.120
H -2.72 -0.76 -4.31 0.106
C 2.76 -2.79 -0.18 -0.039
C 1.49 -2.60 -1.01 -0.679
C 0.65 -3.87 -0.95 -0.038
C 1.85 -2.26 -2.45 -0.046
N 0.71 -1.50 -0.45 -0.095
H 3.33 -3.65 -0.56 0.093
H 2.52 -2.97 0.86 0.073
H 3.39 -1.90 -0.24 0.033
H 1.15 -4.69 -1.48 0.089
H -0.32 -3.71 -1.42 0.072
H 0.48 -4.18 0.08 0.080
H 2.41 -3.07 -2.92 0.088
H 2.45 -1.35 -2.49 0.063
H 0.94 -2.10 -3.04 0.074
S 3.22 0.88 -0.12 0.705
C 4.61 0.57 -0.98 -0.831
N 5.68 0.02 -0.32 0.064
C 6.88 -0.24 -0.89 -0.051
C 7.05 0.03 -2.20 -0.036
C 5.92 0.55 -2.88 -0.107
N 4.76 0.81 -2.32 0.072
H 5.53 -0.18 0.66 0.134
H 7.64 -0.66 -0.24 0.138
H 7.99 -0.15 -2.71 0.110
H 5.99 0.76 -3.94 0.119

***

Most stable to least stable, the ends of the list are ii) and i).